Computed, not measured: a 10-piece molecular cluster, C24H42BFN10O4S overall, with wB97M-V/def2-TZVPD.

Its electronic energy is -2311.0534 Eh. The value obtained for the lowest unoccupied orbital energy is 0.0098 Ha. The value obtained for the strongest force on any atom is 5.261 eV/Å. The SMILES is CCB(O)N(CCCOC)S(=O)(=O)F.CC#N.CC#N.CC#N.CC#N.CC#N.CC#N.CC#N.CC#N.CC#N. The HOMO energy comes out at -9.79 eV.

The geometry in XYZ format:
```
83
Properties=species:S:1:pos:R:3:mulliken_charge:R:1
C -1.92569 2.87744 0.40387 -1.390
C -0.88189 1.76947 0.00980 0.217
B -1.35269 0.88930 -1.25303 0.210
O -2.52447 0.11878 -1.07062 -0.460
N -0.67109 0.88289 -2.56927 0.079
C 0.80358 1.02825 -2.51892 -1.349
C 1.57115 0.11133 -1.52384 0.397
C 1.34902 -1.41858 -1.70818 -0.524
O 2.46799 -2.06276 -1.09659 -0.392
C 2.35366 -3.47766 -1.30544 -0.696
S -1.21251 -0.31247 -3.61829 1.267
O -0.28400 -0.54268 -4.72383 -0.689
O -2.52234 0.07854 -4.13656 -0.526
F -1.42042 -1.73592 -2.88858 -0.227
H -1.91298 2.95578 1.51337 0.343
H -1.56056 3.86206 0.03946 0.341
H -2.93861 2.63864 0.02806 0.304
H 0.11830 2.19831 -0.15439 0.090
H -0.77673 1.03388 0.84315 0.210
H -2.33757 -0.63116 -0.47766 0.275
H 1.00830 2.07932 -2.21444 0.393
H 1.28205 0.91888 -3.51411 0.502
H 2.65809 0.28878 -1.71008 0.463
H 1.41684 0.35439 -0.45319 -0.249
H 1.25518 -1.71455 -2.77753 0.347
H 0.40593 -1.68657 -1.17143 0.266
H 3.20343 -3.98784 -0.81162 0.258
H 2.39073 -3.66276 -2.40176 0.301
H 1.37414 -3.80398 -0.89000 0.263
C 3.99325 1.38017 2.12954 -0.696
C 2.66382 1.87280 1.71459 0.429
N 1.62584 2.25413 1.38931 -0.432
H 4.65784 2.21558 2.29841 -0.047
H 3.90237 0.80625 3.04867 0.295
H 4.41165 0.74422 1.34970 0.340
C 6.39013 4.01153 4.58347 -0.430
C 6.63313 2.99563 3.54168 0.540
N 6.81741 2.20182 2.72757 -0.509
H 7.19698 3.99327 5.31455 0.324
H 6.34542 4.99939 4.13125 0.019
H 5.44582 3.80302 5.08663 0.066
C -5.56968 0.78272 -5.35691 -0.627
C -6.86800 1.39942 -5.01278 0.297
N -7.88452 1.86489 -4.73793 -0.417
H -5.67059 0.19702 -6.26973 0.319
H -4.82057 1.55732 -5.51105 0.303
H -5.24098 0.12971 -4.54935 0.179
C 1.09075 -4.90399 2.41069 -0.769
C 0.34465 -3.64289 2.22170 0.359
N -0.23419 -2.66043 2.06898 -0.367
H 1.49497 -4.94585 3.42106 0.315
H 0.42614 -5.75274 2.25590 0.268
H 1.91040 -4.95719 1.69542 0.220
C -7.36573 -1.78788 -3.08684 -0.515
C -7.09351 -2.80155 -4.12587 0.408
N -6.87291 -3.58992 -4.93457 -0.452
H -6.53615 -1.75314 -2.38093 0.194
H -7.48379 -0.80681 -3.54606 0.039
H -8.27906 -2.04113 -2.55074 0.314
C -4.39944 -3.06524 3.06328 -0.807
C -3.91899 -2.64016 1.73373 0.306
N -3.55350 -2.31152 0.69314 -0.386
H -5.48813 -3.04833 3.08480 0.314
H -4.05316 -4.07585 3.27451 0.260
H -4.01591 -2.38934 3.82613 0.260
C 6.46358 7.29788 1.39720 -0.766
C 7.10729 6.85623 2.65101 0.424
N 7.60719 6.51023 3.62886 -0.450
H 6.42338 8.38567 1.36715 0.285
H 7.03498 6.93706 0.54332 0.267
H 5.45064 6.90086 1.34291 0.285
C 3.57046 1.77695 7.73012 -0.861
C 3.41225 1.99445 6.27747 0.392
N 3.28774 2.16286 5.14590 -0.357
H 4.31111 0.99859 7.90778 0.266
H 3.89930 2.69899 8.20742 0.280
H 2.61915 1.47058 8.16245 0.307
C -4.22295 -5.33911 -4.53570 -0.635
C -2.83551 -5.85132 -4.53509 0.251
N -1.75607 -6.25054 -4.53490 -0.400
H -4.44829 -4.87653 -5.49437 0.282
H -4.91900 -6.15859 -4.36436 0.312
H -4.34384 -4.59829 -3.74751 0.182
```

Computed, not measured: C26H45As3N2O3SSc as an isolated structure, with wB97M-V/def2-TZVPD.

Its electronic energy is -9218.2996 Eh. The value obtained for the lowest unoccupied orbital energy is -0.3521 Ha. The value obtained for the strongest force on any atom is 2.112 eV/Å. The HOMO energy comes out at -14.52 eV. The total charge is +3.

The geometry in XYZ format:
```
81
Properties=species:S:1:pos:R:3:mulliken_charge:R:1
Sc 0.60266 0.08518 -0.93641 0.053
C 3.47486 -2.11852 -2.68951 -1.222
As 3.10626 -0.79622 -1.30351 0.951
C 4.65926 0.36668 -1.61661 -1.235
C 3.67756 -1.91252 0.24079 -1.497
C 3.40766 -1.42162 1.68559 2.434
C 3.51926 0.10188 1.75999 -1.354
C 2.03196 -1.89032 2.19049 -1.449
As 0.40616 -0.93632 1.54119 1.479
C 0.03246 0.30858 3.00929 -1.321
C -0.89534 -2.31002 2.04889 -1.329
C 4.50596 -2.07722 2.54689 -2.158
As 4.70186 -2.03332 4.57619 0.364
C 3.78216 -0.42012 5.25589 -0.988
C 3.40606 -3.41122 5.13769 -1.051
H 2.76356 -2.94562 -2.63641 0.370
H 4.49196 -2.51142 -2.56361 0.410
H 3.40226 -1.65192 -3.67671 0.435
H 5.58706 -0.19592 -1.46171 0.429
H 4.65076 1.24218 -0.96491 0.396
H 4.63306 0.70328 -2.66011 0.468
H 4.75926 -2.05862 0.10319 0.653
H 3.20646 -2.89562 0.09219 0.454
H 2.76926 0.59418 1.10469 0.154
H 4.51776 0.41278 1.45079 0.393
H 3.36216 0.44128 2.78229 0.079
H 2.00836 -1.82222 3.28659 0.053
H 1.88346 -2.94862 1.93179 0.607
H -0.00724 -0.23912 3.95759 0.416
H -0.94384 0.77488 2.83789 0.458
H 0.77986 1.10038 3.07999 0.415
H -0.65214 -2.68342 3.05219 0.461
H -0.87604 -3.14842 1.34999 0.379
H -1.90494 -1.88702 2.07219 0.435
H 5.46986 -1.69522 2.20039 0.547
H 4.50386 -3.15122 2.33869 0.553
H 4.30326 0.48338 4.94879 0.336
H 3.85036 -0.47242 6.34159 0.413
H 2.72716 -0.36262 4.98729 0.174
H 3.44136 -4.26892 4.46969 0.311
H 2.38746 -3.03322 5.20909 0.277
H 3.70316 -3.75642 6.12659 0.417
O -5.51414 3.63488 -1.82101 -0.473
C -4.88624 4.78478 -1.31831 -0.521
N -3.47764 4.69648 -1.64411 -0.174
C -2.69694 3.75668 -1.10301 0.605
O -2.99974 3.00248 -0.19871 -0.645
C -1.30654 3.63108 -1.69601 -0.394
C -0.61304 4.54098 -2.49051 -0.264
C 0.64856 4.18458 -2.94681 -1.031
C 1.18256 2.94948 -2.61301 -0.287
N 0.54646 2.07738 -1.81181 0.128
C -0.67084 2.44188 -1.37301 -0.308
H -6.35594 3.51578 -1.36751 0.295
H -4.98604 4.85558 -0.22741 0.338
H -5.27544 5.69798 -1.78621 0.416
H -3.16384 5.20088 -2.45691 0.214
H -1.02074 5.51148 -2.73401 0.552
H 1.20906 4.85518 -3.57871 0.457
H 2.15296 2.64158 -2.98621 0.526
H -1.21424 1.76608 -0.68551 0.952
C -6.62924 0.50688 -1.14141 -1.865
C -5.28374 0.06688 -1.59681 0.886
C -5.11434 -0.41982 -2.89431 -0.775
C -3.89374 -0.90772 -3.31311 -0.743
C -2.82404 -0.92532 -2.42881 0.581
C -2.95594 -0.41212 -1.14641 0.111
C -4.18184 0.08748 -0.74061 -0.768
S -1.34054 -1.74882 -3.01411 0.099
C -1.74804 -3.37152 -2.31691 -0.952
O -0.23584 -1.23712 -2.04701 -0.175
H -7.10074 1.12998 -1.89671 0.429
H -6.59384 1.04728 -0.20081 0.393
H -7.26924 -0.36552 -1.00411 0.446
H -5.94824 -0.42972 -3.57711 0.477
H -3.76654 -1.30412 -4.30831 0.536
H -2.11734 -0.45002 -0.42541 0.263
H -4.29234 0.48438 0.25589 0.352
H -1.91744 -3.26842 -1.24911 0.267
H -0.93164 -4.05892 -2.51751 0.423
H -2.65004 -3.72782 -2.80561 0.458
```

Computed, not measured: C52H65AsClIN2O6SeSn as an isolated structure, with wB97M-V/def2-TZVPD.

Its electronic energy is -8190.9960 Eh. The value obtained for the lowest unoccupied orbital energy is 0.1398 Ha. The value obtained for the strongest force on any atom is 0.338 eV/Å. The HOMO energy comes out at -2.36 eV. The total charge is -2.

The geometry in XYZ format:
```
130
Properties=species:S:1:pos:R:3:mulliken_charge:R:1
Sn 0.63498 -0.85499 -0.55249 2.216
C 0.85880 0.52176 -5.24239 -0.666
C 1.33153 -0.88866 -5.41060 0.530
N 1.37297 -1.41121 -6.60526 -0.750
C 1.80239 -2.69263 -6.73651 -1.117
C 2.16279 -3.48110 -5.67727 1.077
C 2.62065 -4.88513 -5.95979 -0.947
O 4.01812 -5.08354 -5.70909 -0.565
C 2.11470 -2.95869 -4.35452 0.819
C 2.35060 -3.84329 -3.23770 -1.401
N 2.30036 -3.54957 -1.99099 0.064
C 2.33079 -4.60124 -1.08067 0.096
C 1.63597 -5.79631 -1.30507 0.136
C 1.64080 -6.81903 -0.36849 -0.823
C 2.33214 -6.67020 0.82322 -0.731
C 3.00069 -5.47897 1.07963 -0.330
C 2.98951 -4.45725 0.14774 -0.047
I 3.93352 -2.65664 0.58247 0.233
C 1.72320 -1.59003 -4.18445 0.066
O 1.67371 -0.97183 -3.09768 -0.951
H 0.56953 0.93178 -6.20877 0.402
H 1.64212 1.13537 -4.79115 0.224
H 0.01955 0.56380 -4.54390 -0.053
H 1.84097 -3.08505 -7.74752 0.271
H 2.46523 -5.10847 -7.01614 0.380
H 2.04269 -5.61536 -5.38154 0.227
H 4.26382 -4.47746 -5.00197 0.471
H 2.56351 -4.88596 -3.51193 0.750
H 1.05067 -5.88540 -2.21100 0.260
H 1.08297 -7.72714 -0.56565 0.335
H 2.32808 -7.45658 1.56795 0.353
H 3.51519 -5.33433 2.02055 0.385
C -3.21674 5.75474 0.94883 -2.096
C -3.99073 4.48685 1.31105 2.343
C -5.41753 4.62456 0.76253 -1.806
C -4.04989 4.39126 2.84312 -1.703
C -3.32810 3.23160 0.74729 -0.605
C -2.16665 3.25618 -0.00246 -0.660
C -1.57898 2.08387 -0.45798 0.696
Se 0.02682 2.16747 -1.50834 0.148
C 1.21508 2.83093 -0.16033 -0.908
C 1.18919 4.17956 0.17259 -0.241
C 1.99581 4.68903 1.17426 -0.930
C 2.86832 3.78927 1.79705 -0.030
C 2.96295 2.44802 1.47072 -0.680
C 2.08942 1.91847 0.46687 1.374
O 2.11659 0.65924 0.14418 -1.230
C 3.98939 1.53416 2.14585 2.691
C 3.28437 0.36134 2.83938 -0.967
C 4.81443 2.26650 3.20891 -2.508
C 4.97589 1.00209 1.09495 -1.500
C 1.97154 6.15212 1.61151 2.224
C 3.36575 6.77489 1.45297 -1.775
C 1.54857 6.24150 3.08515 -1.629
C 0.98823 6.98244 0.78605 -1.823
C -2.12694 0.81557 -0.19063 0.188
O -1.54951 -0.27740 -0.61764 -0.928
C -3.36159 0.78298 0.53090 -0.549
C -3.90279 1.97627 0.97665 -0.274
C -4.07812 -0.55039 0.75903 2.866
C -3.22336 -1.49683 1.61165 -1.283
C -5.41695 -0.37907 1.48344 -2.581
C -4.37371 -1.18761 -0.60658 -1.425
H -3.71509 6.62759 1.37941 0.497
H -2.19805 5.71985 1.34002 0.175
H -3.16022 5.89637 -0.13234 0.388
H -5.90346 5.51576 1.17259 0.460
H -5.40180 4.70816 -0.32591 0.358
H -6.02777 3.75792 1.02097 0.314
H -4.52777 5.27993 3.26799 0.479
H -4.61472 3.51439 3.16269 0.317
H -3.04306 4.30609 3.25595 0.316
H -1.68494 4.19314 -0.24767 0.206
H 0.51197 4.82219 -0.37437 0.602
H 3.51959 4.17432 2.57118 0.380
H 2.60966 0.73180 3.61638 0.229
H 2.70546 -0.22087 2.12813 -0.407
H 4.02147 -0.29667 3.31018 0.531
H 4.19082 2.63732 4.02605 0.394
H 5.53848 1.56770 3.63527 0.471
H 5.36930 3.10799 2.78656 0.417
H 4.44892 0.49880 0.28758 0.050
H 5.55173 1.82697 0.66612 0.336
H 5.67879 0.30325 1.56048 0.397
H 4.10904 6.24256 2.04794 0.301
H 3.68442 6.73519 0.40963 0.360
H 3.35958 7.82106 1.77530 0.465
H 2.23410 5.68577 3.72670 0.287
H 1.53359 7.28337 3.42122 0.497
H 0.55120 5.81830 3.21997 0.273
H 1.25167 6.97676 -0.27336 0.374
H -0.03219 6.60721 0.88274 0.116
H 0.99978 8.01920 1.13316 0.475
H -4.82772 1.94173 1.53807 0.377
H -3.06801 -1.07109 2.60600 0.306
H -3.73781 -2.45538 1.73666 0.620
H -2.25097 -1.67706 1.16120 -0.489
H -5.28798 0.04651 2.48161 0.440
H -6.10830 0.25460 0.92216 0.433
H -5.88207 -1.36123 1.59925 0.457
H -3.45543 -1.32528 -1.17374 -0.066
H -4.85182 -2.16304 -0.47345 0.467
H -5.04817 -0.54747 -1.18250 0.324
Cl -0.51305 -4.04966 6.69890 -0.300
C -0.30397 -3.66461 4.99764 0.056
C -0.20317 -4.71298 4.06352 -0.703
C -0.04264 -4.44313 2.73648 -0.608
C 0.03997 -3.09521 2.22806 -0.466
O 0.20379 -2.88402 0.99823 0.984
C -0.08266 -2.05527 3.21590 1.529
C -0.10437 -0.65801 2.87249 -0.806
O 0.03439 -0.13913 1.77424 -0.061
C -0.24997 -2.36841 4.57793 -1.119
H -0.25524 -5.73760 4.41286 0.410
H 0.04201 -5.24005 2.00862 0.362
H -0.22925 0.01659 3.74449 -0.054
H -0.34249 -1.55799 5.29303 0.386
C -2.17817 -4.79944 -4.35118 -1.417
As -1.20636 -3.76665 -2.97511 0.870
C -1.87736 -2.01553 -3.54308 -0.698
C -2.47427 -4.11309 -1.51821 -0.873
H -3.23418 -4.52242 -4.37810 0.377
H -2.09250 -5.86679 -4.14040 0.372
H -1.72965 -4.60173 -5.32567 0.354
H -2.95688 -2.05415 -3.70481 0.452
H -1.37439 -1.74279 -4.47212 0.408
H -1.65038 -1.26923 -2.78197 -0.373
H -3.49911 -3.88285 -1.81408 0.292
H -2.19615 -3.50997 -0.65367 -0.161
H -2.39946 -5.16584 -1.23980 0.542
```

Computed, not measured: the molecule C19H22FN5O, with wB97M-V/def2-TZVPD.

Its electronic energy is -1186.0830 Eh. The value obtained for the lowest unoccupied orbital energy is 0.0243 Ha. The value obtained for the strongest force on any atom is 1.250 eV/Å. The SMILES is Fc1ccc2nc(C3CCN(Cc4nc(CC5CC5)no4)CC3)[nH]c2c1. The HOMO energy comes out at -8.34 eV.

The geometry in XYZ format:
```
48
Properties=species:S:1:pos:R:3:nbo_charge:R:1
F -4.80628 -2.53701 0.45940 -0.331
C -4.29702 -1.29990 0.24946 0.400
C -5.17007 -0.28645 -0.14053 -0.303
C -4.69809 0.99034 -0.35779 -0.180
C -3.33828 1.22136 -0.18239 0.064
N -2.60792 2.37156 -0.31648 -0.464
C -1.37508 2.05837 -0.03879 0.394
C -0.28623 3.07749 -0.07691 -0.259
C 0.55684 3.14809 1.20324 -0.401
C 1.62216 2.05817 1.29530 -0.227
N 2.44338 2.06305 0.09849 -0.434
C 3.62453 1.24425 0.19826 -0.273
C 3.38661 -0.23227 0.16815 0.521
N 2.35164 -0.90220 0.57970 -0.540
C 2.67572 -2.19680 0.27190 0.323
C 1.79417 -3.35626 0.55052 -0.433
C 0.35225 -3.03446 0.22498 -0.227
C -0.54145 -4.10288 -0.32500 -0.412
C -0.08667 -2.97972 -1.20709 -0.426
N 3.84040 -2.29839 -0.29781 -0.153
O 4.31699 -1.02371 -0.37349 -0.277
C 1.65453 1.79227 -1.09028 -0.233
C 0.63988 2.91108 -1.29049 -0.394
N -1.22928 0.73257 0.28120 -0.574
C -2.47437 0.16735 0.20501 0.181
C -2.94339 -1.11495 0.43711 -0.337
H -6.21493 -0.52388 -0.26209 0.229
H -5.35512 1.79147 -0.65289 0.227
H -0.81985 4.02679 -0.18999 0.249
H 1.06562 4.11334 1.20969 0.214
H -0.09061 3.09906 2.08024 0.219
H 2.27060 2.27557 2.14893 0.205
H 1.17010 1.07040 1.47211 0.176
H 4.29661 1.48217 -0.63286 0.229
H 4.14400 1.49327 1.13034 0.231
H 2.15359 -4.20002 -0.03912 0.234
H 1.88311 -3.61452 1.61033 0.233
H -0.08050 -2.31477 0.90908 0.212
H -0.11678 -5.08126 -0.48972 0.215
H -1.57495 -4.13106 -0.01490 0.220
H -0.80806 -2.23185 -1.50188 0.223
H 0.64707 -3.19764 -1.96853 0.217
H 2.33191 1.76437 -1.94839 0.207
H 1.14400 0.81639 -1.03453 0.173
H 1.18668 3.84430 -1.43142 0.214
H 0.04738 2.71925 -2.18588 0.221
H -0.37131 0.25721 0.51349 0.429
H -2.31356 -1.92955 0.75232 0.221
```

Computed, not measured: the molecule C2HN3O2, with wB97M-V/def2-TZVPD.

Its electronic energy is -391.3990 Eh. The value obtained for the lowest unoccupied orbital energy is -0.0924 Ha. The value obtained for the strongest force on any atom is 7.737 eV/Å. The SMILES is O=c1nncno1. The HOMO energy comes out at -11.06 eV.

The geometry in XYZ format:
```
8
Properties=species:S:1:pos:R:3:nbo_charge:R:1
O 2.42046 -0.12016 -0.26344 -0.514
C 1.21189 -0.08795 0.08027 0.753
N 0.71328 1.20920 0.46933 -0.087
N -0.56806 1.25928 -0.03124 -0.150
C -1.18356 0.04717 -0.21890 0.073
N -0.81806 -1.16503 0.14295 -0.010
O 0.51858 -1.15907 0.29695 -0.292
H -2.29454 0.01655 -0.47592 0.226
```

Computed, not measured: the molecule C3H6BrNO2S, with wB97M-V/def2-TZVPD.

Its electronic energy is -3295.2465 Eh. The value obtained for the lowest unoccupied orbital energy is 0.0128 Ha. The value obtained for the strongest force on any atom is 6.076 eV/Å. The SMILES is C/C=C(\Br)S(N)(=O)=O. The HOMO energy comes out at -10.00 eV.

The geometry in XYZ format:
```
14
Properties=species:S:1:pos:R:3:nbo_charge:R:1
C 2.03671 -0.64870 0.18550 -0.558
C 0.34659 -0.28939 0.58397 -0.100
C -0.97158 -0.63937 0.65492 -0.519
Br -1.51099 -2.43597 0.36816 0.068
S -2.21591 0.48023 1.04003 2.310
N -3.47855 0.22371 -0.00472 -1.062
O -2.71200 0.10025 2.31649 -0.942
O -1.61098 1.75913 0.83325 -0.919
H 2.15031 -1.75277 0.02674 0.219
H 2.25103 -0.12517 -0.72347 0.229
H 2.55509 -0.37605 1.02860 0.217
H 0.48488 0.84678 0.83409 0.236
H -4.34171 0.11798 0.45470 0.413
H -3.24375 -0.52587 -0.66230 0.406
```

Gap between HOMO and LUMO readings, ordered: 10.06 4.94 6.16 9.00 8.54 10.34 eV